DFT (ωB97M-V with the def2-TZVPD basis set) results for C26H27N3O5 in the gas phase at a distorted geometry.

Computed properties:
SMILES: CN(C)CCN(Cc1ccco1)C(=O)c1oc2ccccc2c1NC(=O)COc1ccccc1
Strongest force on any atom in eV Å⁻¹: 1.392
HOMO level in eV: -7.90
E_tot in Ha: -1547.42070
HOMO-LUMO gap in eV: 8.3988

ORCA input file:
```
! wB97M-V def2-TZVPD RIJCOSX def2/J DEFGRID3
* xyz 0 1
C 2.4620 0.9965 -2.2287
N 3.0926 -0.1300 -1.5742
C 4.0703 -0.7596 -2.4322
C 2.1204 -1.0741 -1.0569
C 2.6391 -1.8058 0.1932
N 2.4061 -1.0670 1.4174
C 3.5389 -0.3858 2.0235
C 4.0670 0.7195 1.1722
C 3.5425 1.9351 0.8498
C 4.4936 2.5613 0.0096
C 5.5215 1.6803 -0.1128
O 5.2744 0.5616 0.5875
C 1.1808 -0.8067 1.9119
O 0.9817 -0.0696 2.8665
C 0.0092 -1.4873 1.2958
O 0.0113 -2.7983 0.9199
C -1.2538 -3.1065 0.5509
C -1.7279 -4.3272 0.0956
C -3.0655 -4.3952 -0.2399
C -3.9070 -3.2855 -0.1302
C -3.4406 -2.0721 0.3256
C -2.0947 -1.9834 0.6750
C -1.2435 -0.9489 1.1775
N -1.6074 0.3734 1.4121
C -0.9011 1.4330 0.9626
O 0.1128 1.3566 0.3036
C -1.5355 2.7740 1.3384
O -2.9185 2.7008 1.5921
C -3.7553 2.3408 0.5664
C -5.1085 2.2661 0.8953
C -6.0340 1.8838 -0.0539
C -5.6254 1.5692 -1.3407
C -4.2845 1.6480 -1.6676
C -3.3447 2.0314 -0.7244
H 1.7775 1.4697 -1.5286
H 1.9073 0.7038 -3.1351
H 3.2302 1.7157 -2.5092
H 4.5687 -1.5672 -1.8986
H 4.8203 -0.0222 -2.7147
H 3.6227 -1.1750 -3.3514
H 1.2255 -0.5163 -0.7773
H 1.8361 -1.8222 -1.8183
H 2.1634 -2.7861 0.2692
H 3.7162 -1.9515 0.1076
H 3.1809 0.0150 2.9761
H 4.3364 -1.1133 2.2035
H 2.5910 2.3148 1.1584
H 4.4202 3.5321 -0.4366
H 6.4531 1.7317 -0.6415
H -1.0741 -5.1799 0.0097
H -3.4721 -5.3281 -0.5993
H -4.9444 -3.3860 -0.4111
H -4.0899 -1.2127 0.4031
H -2.4667 0.5435 1.9160
H -1.0843 3.1072 2.2782
H -1.3003 3.5093 0.5591
H -5.4066 2.5128 1.9024
H -7.0789 1.8283 0.2125
H -6.3486 1.2656 -2.0819
H -3.9555 1.4055 -2.6670
H -2.3045 2.0772 -1.0060
*
```

DFT (ωB97M-V with the def2-TZVPD basis set) results for a molecular structure, C26H27NO6 at a distorted geometry.

Computed properties:
Strongest force on any atom in eV Å⁻¹: 16.396
HOMO level in eV: -7.11
E_tot in Ha: -1512.35402
HOMO-LUMO gap in eV: 7.4847

ORCA input file:
```
! wB97M-V def2-TZVPD RIJCOSX def2/J DEFGRID3
* xyz 0 1
C -3.3905 2.4268 -3.1042
C -3.5369 2.9428 -1.7855
H -4.5475 2.8166 -1.4795
H -3.4593 4.0002 -1.7692
O -2.8141 2.1298 -0.9905
C -1.6997 2.7769 -0.5612
O -1.3539 3.7758 -0.9488
C -0.8567 2.1394 0.2158
C -1.0612 0.9435 0.9177
C 0.1589 0.7395 1.8611
C 0.8755 2.0960 1.6855
N 0.2455 2.7801 0.6551
H 0.7037 3.3830 0.2807
C 2.2655 2.2073 2.3581
H 2.0950 2.6280 3.1445
H 2.8242 2.6953 1.8150
C 2.9130 0.5746 2.6377
C 3.2856 0.0773 1.3539
C 4.6071 0.6747 0.6330
C 4.8908 0.1301 -0.4170
C 4.1126 -0.8496 -1.3138
C 2.8366 -1.2060 -0.4884
C 2.5581 -0.7013 0.6471
H 1.5923 -1.1369 1.2037
O 2.2485 -2.0382 -1.6147
C 1.1174 -2.6640 -0.8607
H 0.3211 -2.0644 -0.6948
H 0.6841 -3.2136 -1.6320
H 1.0994 -3.2604 0.2032
O 4.5065 -1.4165 -2.3663
C 5.6824 -0.8667 -3.1004
H 5.6468 0.0717 -3.3899
H 5.7515 -1.4894 -3.9670
H 6.5208 -1.3579 -2.4586
H 5.8157 0.3777 -0.9438
H 5.1590 1.4967 1.2462
C 1.9187 -0.1210 3.2028
C 0.5164 -0.2931 3.0041
O -0.1717 -1.2526 2.9868
H 1.5984 0.4703 4.4430
H 2.3950 -1.1928 3.7244
H 3.6311 0.9578 3.4429
C -2.1798 -0.0953 0.8588
C -2.8735 -0.6607 1.9381
C -3.9315 -1.3824 1.6518
C -3.9505 -2.0045 0.4372
C -3.2780 -1.5966 -0.5903
C -2.2311 -0.6965 -0.3992
H -1.7570 -0.1157 -1.3872
H -3.6736 -1.7920 -1.5803
O -5.0909 -2.8031 0.3275
C -5.4155 -3.3554 -0.9300
H -6.0714 -4.0311 -0.7953
H -5.7041 -2.7107 -1.4833
H -4.4773 -4.0128 -1.1935
H -4.3684 -1.7117 2.7633
H -2.6374 -0.2097 2.8327
H -2.5078 2.6725 -3.4466
H -3.5439 1.4442 -3.1902
H -3.9940 2.8740 -3.5895
*
```

DFT (ωB97M-V with the def2-TZVPD basis set) results for a molecular structure, C26H28As2N3O2SbSe4W at a distorted geometry.

Computed properties:
Strongest force on any atom in eV Å⁻¹: 1.520
HOMO level (spin up / spin down) in eV: -7.02 / -7.02
E_tot in Ha: -15706.86416
HOMO-LUMO gap (spin up / spin down) in eV: 5.5248 / 5.5240

ORCA input file:
```
! wB97M-V def2-TZVPD RIJCOSX def2/J DEFGRID3
* xyz 0 1
W -0.4145 0.0382 -0.4536
C 0.7285 -1.0308 -3.9576
As -0.6802 -1.2142 -2.6385
C -2.3156 -0.8832 -3.6137
C -0.7124 -3.1206 -2.2798
C -1.1145 -4.0265 -3.2558
C -1.1399 -5.3844 -2.9774
C -0.7597 -5.8419 -1.7237
C -0.3578 -4.9420 -0.7481
C -0.3347 -3.5776 -1.0200
As 0.2155 -2.2775 0.3198
C -0.4904 -2.9982 1.9656
C 2.1202 -2.5951 0.4758
H 0.5490 -1.7053 -4.7930
H 1.6862 -1.2583 -3.4942
H 0.7424 0.0007 -4.3064
H -3.1329 -1.3861 -3.0974
H -2.2390 -1.2295 -4.6430
H -2.5163 0.1867 -3.5861
H -1.4219 -3.6753 -4.2342
H -1.4625 -6.0852 -3.7359
H -0.7836 -6.9010 -1.5034
H -0.0700 -5.3105 0.2292
H -0.0689 -3.9791 2.1768
H -1.5738 -3.0596 1.8815
H -0.2359 -2.3075 2.7677
H 2.3061 -3.6427 0.7072
H 2.5146 -1.9553 1.2628
H 2.6048 -2.3256 -0.4599
C -6.5528 8.7917 4.7654
O -6.5427 7.3959 4.5386
C -5.4259 6.8504 3.9986
C -5.4905 5.4788 3.7327
C -4.4095 4.8260 3.1900
C -3.2495 5.5498 2.8992
C -3.1970 6.9152 3.1186
C -4.2765 7.5741 3.6890
N -2.1095 4.9478 2.2930
N -2.0157 3.7296 2.5099
C -0.9864 3.0568 1.7878
C -0.3706 2.0378 2.4423
C 0.5678 1.1837 1.7947
C 0.9908 1.4420 0.4903
O 1.6793 0.5404 -0.2040
C 0.0973 2.3134 -0.2667
N 0.0549 2.0366 -1.6000
C -0.7519 2.7920 -2.3586
C -1.4806 3.8442 -1.8552
C -1.5536 4.0239 -0.4783
C -0.7961 3.2197 0.3678
H -6.4073 9.3460 3.8348
H -5.7840 9.0840 5.4854
H -7.5326 9.0249 5.1720
H -6.4108 4.9489 3.9393
H -4.4700 3.7729 2.9492
H -2.2977 7.4541 2.8486
H -4.2179 8.6367 3.8712
H -0.6506 1.8462 3.4691
H 1.1038 0.4322 2.3599
H -0.7992 2.5286 -3.4091
H -2.0801 4.4504 -2.5184
H -2.2306 4.7554 -0.0712
Se -6.4600 -0.9428 -1.0919
Sb -5.9789 1.0725 0.0372
Se -2.5163 -0.2198 0.1511
Se -6.3945 1.3726 2.3478
Se -4.7456 2.7401 -1.1613
*
```

DFT (ωB97M-V with the def2-TZVPD basis set) results for a molecular structure, C26H28BrN8O3S2Tc at a distorted geometry.

Computed properties:
Strongest force on any atom in eV Å⁻¹: 1.833
HOMO level (spin up / spin down) in eV: -9.99 / -9.99
E_tot in Ha: -5122.42764
HOMO-LUMO gap (spin up / spin down) in eV: 5.9199 / 5.0152

ORCA input file:
```
! wB97M-V def2-TZVPD RIJCOSX def2/J DEFGRID3
* xyz 1 4
Tc -0.4408 1.8402 0.7946
C -1.6165 4.1958 -1.1834
O -1.7672 2.8865 -0.5970
C -2.9949 2.2710 -0.7321
C -3.9572 2.6612 -1.6462
C -5.1450 1.9546 -1.7286
C -5.3829 0.8696 -0.8960
C -4.4308 0.4896 0.0279
C -3.2291 1.1885 0.1158
N -2.1860 0.8304 1.0001
N -2.3192 -0.2724 1.6134
C -1.4344 -0.8463 2.4319
C -0.1483 -0.3110 2.7628
O 0.3506 0.7364 2.1953
C 0.6570 -1.0004 3.7085
C 0.2908 -2.2086 4.2016
C -0.9234 -2.8438 3.8048
C -1.2471 -4.1404 4.2437
C -2.4198 -4.7393 3.8608
C -3.3058 -4.0505 3.0243
C -3.0078 -2.7827 2.5809
C -1.8085 -2.1533 2.9514
H -1.5301 4.1014 -2.2644
H -0.7046 4.6225 -0.7804
H -2.4613 4.8207 -0.8981
H -3.7792 3.4968 -2.3063
H -5.8926 2.2616 -2.4465
H -6.3067 0.3135 -0.9710
H -4.5936 -0.3340 0.7058
H 1.5820 -0.5181 3.9986
H 0.9360 -2.7272 4.9006
H -0.5460 -4.6627 4.8834
H -2.6659 -5.7340 4.2059
H -4.2325 -4.5190 2.7207
H -3.6912 -2.2555 1.9325
Br -0.6996 3.7297 2.2540
S -0.7393 1.4858 -3.3744
C 0.4208 0.2946 -3.4096
N 1.7363 0.4635 -3.2204
C 2.4914 -0.7792 -3.3069
C 1.4140 -1.8021 -3.7183
N 0.1857 -1.0147 -3.6524
H 2.1353 1.3265 -2.8865
H 2.9451 -1.0285 -2.3446
H 3.2855 -0.6981 -4.0499
H 1.3684 -2.6440 -3.0256
H 1.5807 -2.1893 -4.7246
H -0.6742 -1.3195 -4.0685
C 5.9617 1.9099 -1.9839
C 4.9386 1.8341 -0.8979
C 5.2334 1.4115 0.3964
C 4.1734 1.3079 1.2781
N 2.9264 1.6489 0.9565
C 2.7608 2.1567 -0.2720
S 1.2254 2.8310 -0.7195
N 3.6952 2.1946 -1.2202
H 6.9646 1.7414 -1.5984
H 5.9069 2.8878 -2.4600
H 5.7419 1.1654 -2.7507
H 6.2372 1.1496 0.6972
H 4.3187 0.9416 2.2895
N -0.2345 -2.2668 -0.4675
C 0.4243 -1.1214 -0.1808
N 1.6898 -1.2267 0.2801
O -0.0867 -0.0179 -0.4622
H 0.0763 -3.1568 -0.1179
H -1.2021 -2.1852 -0.7317
H 2.0286 -2.0959 0.6555
H 2.1222 -0.3757 0.6219
*
```

DFT (ωB97M-V with the def2-TZVPD basis set) results for a molecular structure, C26H28CaI2N5Se2 at a distorted geometry.

Computed properties:
Strongest force on any atom in eV Å⁻¹: 2.786
HOMO level in eV: -9.27
E_tot in Ha: -7357.08681
HOMO-LUMO gap in eV: 5.1889

ORCA input file:
```
! wB97M-V def2-TZVPD RIJCOSX def2/J DEFGRID3
* xyz 1 1
Ca -0.1216 -0.4359 -0.0320
C -0.9977 2.1919 -1.6972
N -0.1882 1.8117 -0.5372
C -0.7251 2.4550 0.6652
C 1.2099 2.1788 -0.6934
C 1.5465 3.3276 -1.3864
C 2.8680 3.6970 -1.5698
C 3.8627 2.8800 -1.0646
C 3.5414 1.7324 -0.3678
C 2.2106 1.3508 -0.1060
N 1.7514 0.2743 0.6017
C 2.3711 -0.4624 1.5763
C 3.7393 -0.5360 1.8909
C 4.2096 -1.2667 2.9613
C 3.3459 -1.9869 3.7650
C 1.9968 -1.9819 3.4570
C 1.5108 -1.2511 2.3868
N 0.0831 -1.2083 2.1037
C -0.5680 -0.3607 3.1033
C -0.5159 -2.5417 2.0881
H -1.2610 3.2572 -1.6935
H -1.9334 1.6243 -1.6907
H -0.4573 1.9697 -2.6209
H -0.6644 3.5486 0.5947
H -0.1391 2.1383 1.5280
H -1.7731 2.1685 0.8031
H 0.7730 3.9652 -1.7914
H 3.1074 4.5957 -2.1144
H 4.9022 3.1420 -1.2015
H 4.3570 1.1208 -0.0329
H 4.4757 -0.0308 1.2949
H 5.2696 -1.2714 3.1700
H 3.7045 -2.5386 4.6193
H 1.3177 -2.5485 4.0764
H -0.5990 -0.8472 4.0860
H -1.5890 -0.1104 2.8014
H -0.0008 0.5632 3.2026
H -0.5773 -2.9926 3.0851
H 0.1019 -3.1920 1.4673
H -1.5272 -2.4961 1.6714
Se -3.7382 -0.4211 -2.6767
Se -2.1036 -1.9935 -2.2851
C -0.5601 -1.1142 -3.0406
C -0.4638 -0.8451 -4.3981
C 0.7301 -0.3196 -4.8693
C 1.7814 -0.1247 -3.9815
C 1.5956 -0.4612 -2.6502
N 0.4402 -0.9271 -2.1896
C -4.4019 -0.3352 -0.8663
C -5.7453 -0.0398 -0.6575
C -6.2368 -0.1182 0.6335
C -5.3743 -0.5012 1.6534
C -4.0549 -0.7682 1.3325
N -3.5612 -0.6628 0.1019
H -1.3009 -1.0373 -5.0571
H 0.8366 -0.0940 -5.9199
H 2.7278 0.2691 -4.3168
H 2.3908 -0.3769 -1.9232
H -6.3807 0.2122 -1.4961
H -7.2786 0.0844 0.8342
H -5.7230 -0.5972 2.6685
H -3.3607 -1.1061 2.0923
I 1.3211 -4.4037 -1.3189
I -0.1593 -6.2544 -0.0694
*
```

DFT (ωB97M-V with the def2-TZVPD basis set) results for a molecular structure, C26H28Cl2N2O6SeV.

Computed properties:
Strongest force on any atom in eV Å⁻¹: 0.947
HOMO level in eV: -4.16
E_tot in Ha: -5834.32512
HOMO-LUMO gap in eV: 6.4549

ORCA input file:
```
! wB97M-V def2-TZVPD RIJCOSX def2/J DEFGRID3
* xyz -1 1
V 1.1608 0.7298 -0.0774
C -0.5176 0.7479 2.5639
O 0.0123 1.5707 1.5259
C -0.0640 2.9686 1.7994
C 0.7841 3.4165 2.9759
O 2.1740 3.2721 2.8264
C 2.7018 4.0746 1.7897
H -0.7798 -0.2031 2.1147
H 0.2257 0.6004 3.3499
H -1.4124 1.2154 2.9816
H -1.1024 3.2318 2.0158
H 0.1895 3.4742 0.8703
H 0.5153 2.8535 3.8713
H 0.5334 4.4733 3.1621
H 3.7810 4.0888 1.9151
H 2.3124 5.0987 1.8579
H 2.4750 3.6639 0.8021
O 1.7536 0.6374 -1.7981
C 1.9454 -0.6224 -1.3993
C 0.9238 -1.6725 -1.6400
C 1.0831 -2.7784 -2.4473
C 0.0556 -3.7110 -2.5174
C -1.1179 -3.5589 -1.7786
C -1.2700 -2.4713 -0.9498
C -0.2403 -1.5242 -0.8599
O -0.2846 -0.5145 -0.0176
N 0.2128 -4.8778 -3.3690
O -0.7022 -5.6849 -3.4214
O 1.2529 -5.0016 -3.9961
H 2.9850 -0.9394 -1.3001
H 1.9838 -2.9301 -3.0259
H -1.8909 -4.3086 -1.8672
H -2.1714 -2.3221 -0.3708
Cl 1.7774 -1.7600 2.4810
C 3.3216 -0.9696 2.5017
C 4.3165 -1.4739 3.3189
C 5.5668 -0.8789 3.3348
C 5.8155 0.2076 2.5079
C 4.8150 0.6952 1.6914
Cl 5.1836 2.0105 0.6196
C 3.5138 0.1507 1.6680
N 2.5298 0.6540 0.8857
H 4.1005 -2.3354 3.9360
H 6.3472 -1.2681 3.9744
H 6.7893 0.6771 2.4821
C -5.5997 -1.8735 -1.7685
C -4.4684 -0.8808 -1.7002
C -4.4211 0.1023 -0.7241
C -3.3805 1.0257 -0.6509
C -3.4381 2.0706 0.4229
C -2.3227 0.9805 -1.5715
Se -0.9193 2.2957 -1.6231
C -2.3716 -0.0098 -2.5776
C -1.3326 -0.1300 -3.6632
C -3.4318 -0.9104 -2.6197
H -6.3180 -1.7042 -0.9653
H -5.2339 -2.8993 -1.6804
H -6.1356 -1.8011 -2.7178
H -5.2256 0.1648 0.0039
H -4.3692 1.9971 0.9882
H -3.3396 3.0741 0.0054
H -2.6084 1.9354 1.1100
H -0.4273 0.4171 -3.4133
H -1.7210 0.2845 -4.5983
H -1.0831 -1.1788 -3.8422
H -3.4374 -1.6659 -3.4020
*
```

DFT (ωB97M-V with the def2-TZVPD basis set) results for a molecular structure, C26H28F6NO2Pd at a distorted geometry.

Computed properties:
Strongest force on any atom in eV Å⁻¹: 2.944
HOMO level (spin up / spin down) in eV: -3.19 / -3.17
E_tot in Ha: -1939.82600
HOMO-LUMO gap (spin up / spin down) in eV: 5.9289 / 5.9010

ORCA input file:
```
! wB97M-V def2-TZVPD RIJCOSX def2/J DEFGRID3
* xyz -1 3
C 2.7227 -0.5571 2.8471
C 2.7783 -1.2178 1.5725
C 2.4100 -0.2872 0.5674
H 3.0359 -2.2603 1.4094
C 2.0911 0.9523 1.2029
C 2.3481 0.8111 2.6107
H 1.7380 1.8487 0.6999
C -0.7215 -2.2672 2.7479
C 0.4057 -2.9167 2.1127
C 0.2166 -2.8360 0.6985
H 1.2012 -3.4429 2.6328
C -0.9950 -2.1482 0.4371
C -1.5439 -1.7462 1.6878
H 2.3919 -0.4563 -0.5070
H 2.2311 1.5918 3.3561
H 2.9422 -1.0029 3.8134
H -2.4571 -1.1801 1.8133
H 0.8546 -3.2780 -0.0655
H -0.9712 -2.2870 3.8045
Pd 0.6118 -0.5441 2.1574
C -1.7202 -2.0500 -0.8799
C -3.1592 -2.5186 -0.6522
C -1.0753 -2.9683 -1.9120
H -3.1575 -3.5759 -0.3707
H -3.7141 -2.4070 -1.5866
H -3.6733 -1.9441 0.1261
H -1.0686 -3.9911 -1.5141
H -0.0576 -2.6461 -2.1517
H -1.6736 -2.9290 -2.8267
C -1.7813 -0.5625 -1.3447
C -0.6929 -0.0582 -2.2840
H -1.8170 0.1042 -0.4536
H -2.7539 -0.4192 -1.8632
O 0.2109 -0.7324 -2.8266
N -0.8317 1.2803 -2.4740
C 0.1444 2.1777 -3.0691
H -1.7199 1.6921 -2.1990
C 1.4891 1.5633 -3.3070
C 2.6137 2.1435 -2.7368
H 2.5015 3.0973 -2.2195
C 3.8671 1.5340 -2.8439
H 4.7371 2.0162 -2.3957
C 4.0071 0.3574 -3.5898
H 4.9964 -0.0918 -3.7154
C 2.8890 -0.2081 -4.2103
H 2.9817 -1.1419 -4.7689
C 1.6326 0.4086 -4.0924
H 0.8535 0.1289 -4.7930
H 0.2558 3.0289 -2.3884
H -0.2729 2.5513 -4.0111
C -0.7838 3.1173 2.5112
C -1.5520 1.7973 2.3906
O -0.9914 0.9191 1.5420
C -1.6930 1.2128 3.8559
F -2.2254 2.1099 4.7254
F -2.4512 0.0936 3.9125
F -0.4536 0.8812 4.3588
C -3.0002 2.1506 1.8631
F -3.6769 3.0020 2.6861
F -2.8826 2.7636 0.6488
F -3.7712 1.0492 1.6717
H 0.2442 2.9311 2.8481
H -1.3036 3.7694 3.2188
H -0.7604 3.5878 1.5221
*
```

- Look up the E_tot of the first one.
  -1547.42070 Ha

- Which of these has the highest strongest force on any atom?
  C26H27NO6

- Which value of strongest force on any atom does entry 2 give?
  16.396 eV Å⁻¹

- Look up the strongest force on any atom of the second one.
  16.396 eV Å⁻¹